No. 1
Formula: C18H28N2O3
Source: the Open Molecules 2025 dataset
Level of theory: ωB97M-V/def2-TZVPD

Geometry as ORCA input:
```
! wB97M-V def2-TZVPD RIJCOSX def2/J DEFGRID3
* xyz 0 1
O -6.32358 -0.09586 -1.11472
O -5.73743 -1.23062 0.47026
O 0.94703 -3.33976 -0.42103
N 3.05761 -0.11600 0.38637
N 0.70560 1.26511 0.59329
C 4.32124 0.13789 -0.39484
C 0.40608 -2.68153 0.36880
C 1.91155 2.15499 1.00477
C -2.47712 1.95458 -1.04676
C -4.18189 0.48405 -0.31403
C -3.31340 0.00678 0.78478
C 4.78089 -1.56339 -0.67905
C 0.88435 0.45431 -0.47284
C 2.74794 1.03488 1.59344
C -0.42349 2.36777 0.32539
C -5.53488 -0.27215 -0.31194
C 1.16456 -1.51499 1.17150
C -3.79526 1.40130 -1.25135
C -6.96382 -1.71207 0.60619
C -1.75049 1.93186 0.06671
C -2.22112 0.92024 0.91109
C 4.05360 0.72400 -1.56298
C 1.84323 -0.56439 0.01360
H -0.07621 3.05085 -0.82520
H 0.05423 -0.04079 -0.82155
H -7.66905 -0.89278 0.48541
H -3.63863 -0.43073 1.68177
H 4.93227 -1.79286 0.30783
H 5.12911 0.77213 -2.10860
H -4.36579 1.62590 -2.04237
H 0.50730 -0.90079 1.57466
H 2.28347 -1.27965 -0.99099
H 5.07357 0.52417 0.26586
H -7.03454 -2.39150 1.36518
H 2.49423 0.50575 2.31421
H 5.80830 -1.37609 -1.29971
H 3.43590 0.38268 -2.38977
H -0.49168 -2.28718 -0.39117
H -0.27818 2.97530 1.06068
H -6.90819 -2.30852 -0.40189
H 2.31790 2.66030 0.29560
H 3.76497 1.75115 -1.61014
H 1.81591 -1.89367 1.60963
H -2.32561 2.76866 -1.74430
H -1.47921 0.60289 1.72367
H 4.09908 -2.03665 -1.32028
H 1.72953 -3.81903 -0.13225
H 3.83016 1.19594 1.73280
H -0.28110 -3.16565 0.89265
H 1.71806 2.90555 1.52790
H 1.45303 1.14767 -1.48630
*
```

Properties
* energy above the lowest of the compared OMol25 structures with the same formula, charge and spin: 426.6 kcal/mol

Atom charges from the Mulliken analysis, given in e for atoms 1 to 4:
1. O -0.536
2. O -0.374
3. O -0.344
4. N -0.086

No. 2
Formula: C18H28N2OS2
Source: the Open Molecules 2025 dataset
Level of theory: ωB97M-V/def2-TZVPD

Geometry as ORCA input:
```
! wB97M-V def2-TZVPD RIJCOSX def2/J DEFGRID3
* xyz 0 1
S -1.48845 -3.54962 1.16994
S -4.25555 -1.37578 1.31077
O -0.05046 3.98479 1.62719
N 1.03392 1.70723 0.41910
N -0.61458 -0.53514 -0.42967
C 2.93817 1.00345 -2.27037
C 2.42617 1.89469 0.03404
C -1.18081 2.64489 -0.07588
C 3.68437 -0.25082 -0.37710
C 3.03095 0.86353 -0.89084
C -1.87392 -2.62520 -0.35347
C -0.79841 4.03448 0.44191
C 0.74978 0.57534 1.28761
C -1.92078 -1.08846 -0.22874
C -0.36191 0.56045 -1.32598
C 4.09114 -1.07508 -2.59220
C 4.20824 -1.21499 -1.21983
C -3.17071 -3.92412 1.76807
C 0.03530 1.88701 -0.63314
C -3.85947 -2.75299 2.43864
C -2.59998 -0.64478 1.07618
C 0.44308 -0.72564 0.53166
C 3.46024 0.04015 -3.11581
H -1.70001 4.60930 0.67309
H 0.16788 -1.51133 1.23418
H -3.25123 -2.35365 3.25075
H 4.49781 -1.82778 -3.25111
H -1.63003 2.08861 0.74537
H -3.03797 -4.73329 2.48740
H 1.34081 -1.05435 -0.00847
H -1.09606 -2.89283 -1.06737
H 0.62516 3.29798 1.49422
H -3.75176 -4.28905 0.92052
H -2.76019 0.43195 1.06210
H -1.92366 2.75207 -0.86791
H -1.23932 0.73012 -1.95206
H 3.78631 -0.36362 0.69337
H 0.47163 0.26429 -1.98161
H -2.54371 -0.73733 -1.06072
H -2.00105 -0.91043 1.94545
H -4.82376 -3.07119 2.83682
H -0.11706 0.84391 1.90178
H 0.48279 2.52709 -1.40233
H 2.45945 1.87789 -2.68944
H 2.49528 2.88141 -0.43629
H -0.24072 4.57414 -0.34132
H 3.00605 1.92496 0.96262
H -2.83051 -3.00697 -0.70675
H 3.37720 0.16292 -4.18593
H 1.60022 0.42821 1.95564
H 4.71014 -2.07639 -0.80408
*
```

Properties
* energy above the lowest of the compared OMol25 structures with the same formula, charge and spin: 0.0 kcal/mol

Atom charges from the Mulliken analysis, given in e for atoms 1 to 4:
1. S -0.117
2. S -0.120
3. O -0.653
4. N 0.278

No. 3
Formula: C18H28O4
Source: the Open Molecules 2025 dataset
Level of theory: ωB97M-V/def2-TZVPD

Geometry as ORCA input:
```
! wB97M-V def2-TZVPD RIJCOSX def2/J DEFGRID3
* xyz 0 1
O -6.05620 -1.02212 0.66771
O 3.36279 2.09311 -2.00145
O 4.88040 -2.29525 -0.62298
O 6.92515 -0.85586 -1.87369
C 3.65768 -0.96532 1.70308
C 5.32598 0.85536 -1.89907
C 2.61321 1.67208 0.76210
C -2.20301 0.77686 0.34829
C 5.74800 -0.31354 -1.52297
C -4.40368 0.71383 -1.05178
C -5.14040 -0.97738 1.74453
C -5.17039 -0.49960 -1.58495
C -1.14302 1.87781 0.34190
C -5.53843 -1.56819 -0.53159
C 4.87432 -1.10788 -0.58940
C 3.56036 0.80170 -0.04554
C 1.23211 0.96899 0.87340
C 0.22927 1.42781 -0.21469
C 3.99291 -0.36642 0.37056
C 3.00845 -2.37064 1.63281
C 4.00632 1.32342 -1.38363
C -2.85354 0.52086 -1.03607
H 0.66162 2.24989 -0.78934
H -1.49388 2.72680 -0.25001
H -0.98026 2.20062 1.37417
H -2.68022 -0.49893 -1.38617
H 2.50294 2.64896 0.29677
H -4.84414 0.06223 1.93233
H -4.79497 1.00488 -0.07712
H 2.27677 -2.45647 0.83077
H 3.00767 -0.33094 2.29678
H 0.84185 1.11673 1.88646
H -1.84735 -0.16317 0.78186
H 2.45416 -2.51382 2.56443
H -3.00480 1.11596 1.01108
H -4.68252 -2.23841 -0.38056
H -6.10492 -0.18042 -2.05506
H -6.33694 -2.18802 -0.95191
H -4.62086 1.55149 -1.72035
H 6.79812 -1.66534 -2.38999
H 1.33578 -0.10966 0.76533
H -4.22162 -1.54585 1.57360
H -4.60947 -1.01067 -2.37603
H 5.94184 1.44260 -2.56957
H -2.42581 1.21926 -1.75748
H 3.77088 -3.14088 1.56289
H 3.06754 1.80026 1.74630
H 4.60376 -1.05522 2.24928
H -5.61237 -1.33363 2.66447
H 0.08892 0.60212 -0.91945
*
```

Properties
* energy above the lowest of the compared OMol25 structures with the same formula, charge and spin: 46.3 kcal/mol

Atom charges from the Mulliken analysis, given in e for atoms 1 to 4:
1. O -0.389
2. O -0.540
3. O -0.594
4. O -0.530

No. 4
Formula: C18H29AlBeBrCl3CsN2O14PS
Source: the Open Molecules 2025 dataset
Level of theory: ωB97M-V/def2-TZVPD

Geometry as ORCA input:
```
! wB97M-V def2-TZVPD RIJCOSX def2/J DEFGRID3
* xyz 0 1
Cs 4.56488 -4.01429 -2.83096
Br 2.13742 -4.57834 0.13025
Cl 7.53742 -4.71978 2.30574
Cl 1.04708 7.52559 -1.38808
Cl 1.20647 4.88281 0.77745
S 1.86488 0.87020 -3.88724
P 1.10505 2.72333 0.86196
Al -1.42327 -0.17300 0.72897
O -2.84947 4.45535 0.50754
O -7.26412 -2.17135 -4.43698
O -0.32327 1.05568 3.75240
O -3.77182 3.60258 -1.40476
O -5.57476 -0.81027 -4.09750
O 0.70512 0.06458 -4.31078
O 1.90810 -6.86135 -3.22252
O 3.74299 -6.12924 -2.37046
O 1.85893 1.00650 -2.41942
O 1.78688 2.20642 -4.50530
O 0.58810 -2.88313 0.46369
O 2.64352 -7.68968 -1.37799
O 3.10857 0.20340 -4.31373
O -6.91371 -1.36939 -2.31627
N 2.76490 -6.89340 -2.32366
N 2.23109 3.41836 1.83485
C -6.61947 -1.43581 -3.49804
C 1.69127 6.56604 1.10089
C 1.78990 -1.98358 2.65460
C -3.83764 -0.87824 -2.39338
C 1.11479 -1.83573 1.13158
C 0.80561 7.56745 0.37664
C -4.78148 3.11984 0.65876
C 4.87174 -3.02620 4.73227
C 0.63096 0.45498 3.01878
C 2.69689 -3.30068 3.04954
C 1.53748 -0.82416 3.59949
C 1.19905 -0.29121 0.49665
C -8.32611 -2.96759 -3.91380
C 0.98241 0.87755 1.44028
C 5.24445 -3.49154 2.04001
C -3.69278 3.79304 -0.15878
C 4.28887 -2.81053 3.19948
C -4.75508 -0.01136 -3.23771
Be 0.96488 10.36626 0.69570
H 4.18424 -3.76012 5.34721
H -4.40881 -1.50972 -1.70508
H -4.14688 0.63033 -3.88704
H 1.04770 8.58300 0.70431
H 4.27446 -1.64562 2.99144
H -5.37257 0.65014 -2.61925
H 1.66793 2.82688 -0.49154
H -0.13737 3.44363 0.98946
H -3.15522 -0.26016 -1.80239
H -4.65911 3.32141 1.72737
H 4.83447 -3.26517 0.94329
H 6.36031 -3.08863 2.07532
H 2.01245 -0.83480 4.68887
H 2.74224 6.67754 0.81678
H 2.32207 -3.83068 4.02547
H -5.76258 3.49054 0.34719
H 5.30107 -4.67747 2.11334
H 1.61359 6.71550 2.18188
H -0.25463 7.38866 0.57876
H 1.42755 -0.15555 -0.64378
H 4.94759 -1.98581 5.27191
H -3.25151 -1.55093 -3.02715
H -9.03512 -2.35802 -3.34503
H 5.97100 -3.45451 4.64585
H -4.74563 2.03731 0.50477
H 2.68693 -4.03881 2.11296
H 1.82683 4.22807 2.35415
H -8.85921 -3.41834 -4.75640
H -7.91853 -3.76880 -3.29289
*
```

Atom charges from the Mulliken analysis, given in e for atoms 1 to 4:
1. Cs 0.950
2. Br -0.120
3. Cl -0.293
4. Cl -0.128

| no. | HOMO-LUMO gap (eV) | highest occupied orbital energy (eV) | LUMO energy (Ha) |
| --- | --- | --- | --- |
| 1 | 8.1 | -7.5491 | 0.02122 |
| 2 | 8.2 | -7.5103 | 0.02513 |
| 3 | 9.1 | -9.5937 | -0.01944 |
| 4 | 2.0 | -8.1782 | -0.22806 |